Here is an isolated molecule of C14H19N3O4 from the OMol25 dataset. Energies are from ωB97M-V with the def2-TZVPD basis set.

Results
2S+1 ... 1
Structure (SMILES) ... Cc1nn(C)cc1CNC(=O)[C@@H]1[C@@H](C(=O)O)[C@@H]2CC[C@H]1O2
Energy relative to the best compared isomer or geometry (same formula, charge and spin) ... 30.3 kcal/mol
Kohn-Sham gap ... 9.674 eV

Geometry (Å):
C -3.51701 -2.00282 -1.64832
C -3.29568 -0.95297 -0.61816
N -4.00769 0.16126 -0.59638
N -3.56937 0.87608 0.43617
C -2.58002 0.24316 1.09287
C -2.36846 -0.95851 0.44691
C -1.32784 -1.98266 0.75981
N -0.08423 -1.67724 0.06930
C 0.92639 -1.01692 0.67196
O 0.96128 -0.79303 1.86417
C 2.02062 -0.58656 -0.29529
H 2.31323 -1.43846 -0.91212
C 1.60538 0.60470 -1.20483
H 1.06229 0.32450 -2.10616
C 0.92855 1.68796 -0.34444
H 0.18522 1.27520 0.33311
H 0.44920 2.42649 -0.98590
C 2.14880 2.27856 0.38585
H 2.08731 2.16622 1.46510
H 2.28955 3.33065 0.14415
C 3.28486 1.43274 -0.21666
H 4.27301 1.88586 -0.21362
O 2.84559 1.18765 -1.53985
C 3.23552 0.02361 0.42175
C 4.54109 -0.70646 0.23435
O 5.62186 -0.20280 0.38600
O 4.39664 -1.99653 -0.09430
H 5.26841 -2.41569 -0.17288
H 3.04737 0.07451 1.49975
H -0.09540 -1.74170 -0.93615
H -1.66162 -2.97910 0.45965
H -1.09783 -1.97630 1.82720
H -2.10438 0.66281 1.95629
C -4.14908 2.15251 0.73748
H -4.60978 2.14321 1.72719
H -3.39060 2.93700 0.70626
H -4.91023 2.35345 -0.01332
H -4.36899 -1.72704 -2.26238
H -2.64135 -2.10870 -2.28839
H -3.71260 -2.96466 -1.17619

So, what does the Löwdin scheme give us? The charges, in e, come out as: C -0.0334; C -0.3156; N 0.1164; N -0.2132; C -0.0207; C -0.1626; C -0.1151; N 0.0911; C -0.4651; O 0.0740; C -0.1094; H 0.1512; C -0.2577; H 0.1558; C -0.0892; H 0.0963; H 0.1169; C -0.0824; H 0.1187; H 0.1140; C -0.2472; H 0.1587; O -0.0265; C -0.1040; C -0.4763; O 0.1180; O 0.1177; H 0.1360; H 0.1612; H 0.1444; H 0.1226; H 0.1245; H 0.1324; C -0.0224; H 0.0889; H 0.0877; H 0.0880; H 0.0759; H 0.0730; H 0.0772

=====

Here is a structure of composition C29H27CaF3N3O5S5 from the OMol25 dataset. Energies are from ωB97M-V with the def2-TZVPD basis set.

Results
Charge ... -1
2S+1 ... 1
Energy relative to the best compared isomer or geometry (same formula, charge and spin) ... 3.4 kcal/mol
Kohn-Sham gap ... 6.909 eV

Geometry (Å):
Ca -0.76481 0.58439 0.88230
S -2.97555 -0.94611 1.22301
C -4.29710 -0.12864 0.45188
C -5.26557 0.49746 1.25057
C -6.40644 1.04386 0.71033
C -6.64225 0.96171 -0.65543
C -5.70657 0.35210 -1.46826
C -4.54400 -0.17503 -0.92815
S -3.39625 -0.97186 -2.03763
C -2.28216 0.44327 -2.44305
C -0.88909 -0.01475 -2.68632
C -0.35848 0.01502 -3.97845
C 0.94984 -0.38900 -4.17823
C 1.67066 -0.86304 -3.09813
C 1.05088 -0.91216 -1.85054
C 1.74322 -1.53903 -0.69845
S 3.05075 -0.48311 0.04804
C 3.24715 -1.56542 1.45509
C 4.17985 -2.58136 1.33012
C 4.36215 -3.50086 2.34348
C 3.58833 -3.39532 3.49360
C 2.65766 -2.39233 3.61665
C 2.44079 -1.44391 2.59939
S 1.29258 -0.18727 2.88931
N -0.18306 -0.46387 -1.65290
H -5.07758 0.52808 2.31532
H -7.12668 1.54068 1.34793
H -7.55320 1.35882 -1.07783
H -5.87769 0.25842 -2.53195
H -2.31124 1.11422 -1.58736
H -2.68224 0.93389 -3.33076
H -0.95522 0.36845 -4.80622
H 1.39322 -0.35011 -5.16321
H 2.69400 -1.19474 -3.19073
H 2.24702 -2.45839 -1.01131
H 1.02454 -1.73270 0.09920
H 4.75917 -2.64501 0.41851
H 5.09035 -4.28860 2.22638
H 3.71057 -4.11609 4.29106
H 2.04969 -2.30765 4.50548
F -3.05838 4.76469 -0.12772
C -2.93217 3.87741 0.87113
F -3.33035 4.48972 1.99199
F -3.80339 2.89157 0.61749
S -1.19248 3.15438 0.86734
O -1.16697 2.33948 2.05263
O -0.33264 4.29404 0.84143
O -1.29797 2.37538 -0.34986
N 4.45883 2.44993 2.88574
C 4.43994 3.44159 1.97028
O 5.19519 4.39460 2.02229
C 3.44436 3.25730 0.87095
C 3.66593 3.85512 -0.36665
C 2.75051 3.64258 -1.38205
C 1.66259 2.81841 -1.13315
N 1.44014 2.25667 0.04295
C 2.28718 2.49761 1.02699
H 5.08566 2.53492 3.66893
H 3.84345 1.65381 2.84145
H 4.54729 4.46558 -0.50887
H 2.88176 4.09782 -2.35253
H 0.93217 2.60058 -1.90300
H 2.02189 2.05004 1.97744
C -2.13225 -4.00162 -0.91922
C -0.84135 -3.81630 -0.17881
C 0.19231 -4.90514 -0.37918
O -0.61905 -2.86717 0.52879
H -2.33214 -5.04056 -1.16165
H -2.08383 -3.42556 -1.84255
H -2.93868 -3.56716 -0.33406
H -0.16501 -5.81034 0.10681
H 1.13952 -4.62016 0.07193
H 0.33076 -5.10323 -1.44002

So, what does the Löwdin scheme give us? The charges, in e, come out as: Ca 1.0417; S 0.5099; C -0.7441; C -0.1526; C -0.1088; C -0.1153; C -0.1320; C -0.5628; S 0.9142; C -0.3721; C -0.3482; C -0.0217; C -0.0575; C -0.0235; C -0.3400; C -0.3898; S 0.9228; C -0.5619; C -0.1432; C -0.1184; C -0.1095; C -0.1408; C -0.7350; S 0.5316; N 0.1379; H 0.0942; H 0.0973; H 0.0884; H 0.0906; H 0.0487; H 0.0801; H 0.1090; H 0.1045; H 0.1135; H 0.0887; H 0.0394; H 0.0924; H 0.0874; H 0.0944; H 0.0869; F 0.1218; C -0.6200; F 0.1364; F 0.1242; S 0.4416; O -0.4153; O -0.2426; O -0.4394; N 0.1900; C -0.5105; O 0.0420; C -0.1082; C 0.0054; C -0.0385; C -0.1372; N -0.0014; C -0.1635; H 0.1133; H 0.0747; H 0.1186; H 0.1005; H 0.1118; H 0.0320; C -0.0453; C -0.4907; C -0.0186; O 0.0036; H 0.0744; H 0.0488; H 0.0574; H 0.0827; H 0.0740; H 0.0816

=====

Here is a structure of composition C16H41BaN3O7 from the OMol25 dataset. Energies are from ωB97M-V with the def2-TZVPD basis set.

Results
Charge ... -2
2S+1 ... 1
Energy relative to the best compared isomer or geometry (same formula, charge and spin) ... 35.0 kcal/mol
Kohn-Sham gap ... 3.398 eV

Geometry (Å):
Ba -0.08689 0.11212 -0.13376
O -5.01537 2.30710 -2.39407
C -4.73697 1.74565 -1.17554
C -3.27392 1.70567 -0.62941
O -2.34279 1.08463 -1.49968
H -5.03950 0.67525 -1.18892
H -5.32395 2.26447 -0.38305
H -3.22297 1.16776 0.34286
H -2.87395 2.72348 -0.43516
O 3.96940 -1.52248 3.68554
C 3.72623 -0.24406 3.22433
C 2.25793 0.00268 2.75733
O 1.47829 -0.93703 2.05183
H 4.56374 0.19840 2.63301
H 3.82937 0.41406 4.12662
H 2.22416 1.00406 2.25886
H 1.62711 0.14070 3.65985
C -0.23384 4.65289 1.75888
C 0.09621 3.35907 0.94586
C 1.59129 3.28387 0.58803
O 1.88235 2.16832 -0.24916
C 3.14864 2.32375 -0.86502
N -0.23592 2.24599 1.80945
H -1.30107 4.86589 1.70310
H 0.21531 5.51915 1.25440
H 0.12012 4.56452 2.78256
H -0.47301 3.39736 0.01347
H 2.14828 3.29228 1.53648
H 1.93910 4.21994 0.13259
H 3.83785 3.00124 -0.36938
H 2.91772 2.59365 -1.90890
H 3.64114 1.36065 -1.03547
H 0.29859 2.27319 2.66758
H -1.23670 2.22869 1.97490
C 3.20702 -2.74749 -1.98983
C 2.23055 -1.60174 -1.72355
C 1.79364 -0.96213 -3.03036
O 0.81934 0.00749 -2.71565
C 0.24479 0.59369 -3.85841
N 1.08429 -2.17399 -0.94535
H 3.37243 -3.35960 -1.09758
H 4.20681 -2.33015 -2.15952
H 2.95268 -3.50433 -2.73540
H 2.77312 -0.82491 -1.17814
H 1.28657 -1.77388 -3.58129
H 2.54115 -0.54308 -3.71229
H -0.67922 1.10893 -3.58291
H -0.03716 -0.13971 -4.62358
H 0.90246 1.31205 -4.36376
H 0.61493 -2.90513 -1.46818
H 1.60533 -2.57280 -0.16472
C -2.40395 -3.44748 2.75010
C -1.69084 -2.68331 1.62222
C -2.46808 -2.96209 0.32469
O -1.92940 -2.36446 -0.85712
C -2.80701 -2.52776 -1.93956
N -1.52175 -1.25161 1.91571
H -3.31522 -2.92541 3.04758
H -1.72957 -3.68605 3.57521
H -2.68607 -4.47347 2.48166
H -0.71383 -3.17386 1.60259
H -3.48976 -2.57330 0.43096
H -2.57310 -4.04082 0.15637
H -3.68058 -1.88184 -1.77329
H -2.94776 -3.57853 -2.21253
H -2.44421 -2.02196 -2.84279
H -2.07456 -1.06307 2.74784
H -0.55899 -1.12114 2.26088

So, what does the Löwdin scheme give us? The charges, in e, come out as: Ba 1.8875; O -0.4205; C -0.5515; C -0.4651; O -0.5291; H 0.0566; H 0.0523; H 0.0532; H 0.0606; O -0.4283; C -0.5396; C -0.4406; O -0.4830; H 0.0451; H 0.0474; H 0.0462; H 0.0745; C -0.0565; C -0.4289; C -0.2198; O -0.3059; C -0.0921; N -0.0414; H 0.0742; H 0.0669; H 0.0723; H 0.1353; H 0.1288; H 0.1198; H 0.0914; H 0.0936; H 0.0817; H 0.0792; H 0.0811; C -0.0688; C -0.4229; C -0.2154; O -0.3478; C -0.1017; N -0.0833; H 0.0822; H 0.0784; H 0.0765; H 0.1267; H 0.1288; H 0.1349; H 0.0876; H 0.0898; H 0.0866; H 0.0843; H 0.0758; C -0.0757; C -0.4152; C -0.2003; O -0.2643; C -0.1208; N -0.0439; H 0.0772; H 0.0796; H 0.0682; H 0.1377; H 0.1313; H 0.1166; H 0.0991; H 0.0823; H 0.0874; H 0.0724; H 0.0110